Record 1
ORCA calculation (the ωB97M-V functional and the def2-TZVPD basis) on a structure of composition C19H18Cl2N4O6S2V.

```
52
Properties=species:S:1:pos:R:3:forces:R:3
V -0.459 -0.743 -0.199 1.299 -0.755 0.289
Cl -1.682 -2.898 -1.045 0.034 -0.047 -0.074
C -0.972 -4.250 -0.192 -0.121 0.239 -0.089
C -1.290 -5.510 -0.659 0.080 -0.118 0.123
C -0.780 -6.616 0.002 -0.006 0.060 -0.028
C 0.028 -6.425 1.112 -0.058 -0.038 -0.051
C 0.325 -5.147 1.544 0.099 0.015 0.125
Cl 1.347 -4.995 2.943 -0.013 0.009 -0.014
C -0.152 -3.988 0.910 0.001 -0.054 -0.062
S 0.263 -2.400 1.470 -0.253 0.120 -0.093
H -1.925 -5.614 -1.527 -0.022 0.001 -0.028
H -1.004 -7.614 -0.347 -0.018 -0.026 -0.004
H 0.435 -7.267 1.654 0.022 -0.018 0.001
O 2.731 -0.155 -2.316 0.016 0.019 0.111
C 1.993 -0.477 -1.397 0.145 0.117 -0.191
O 0.956 -1.238 -1.505 -0.397 0.175 0.065
C 2.157 0.132 0.022 0.059 0.228 0.214
O 3.222 0.407 0.513 0.003 -0.104 -0.131
O 0.985 0.353 0.580 -0.449 -0.209 -0.143
C -3.857 0.922 1.981 0.006 0.024 0.001
C -2.868 0.364 1.014 -0.053 0.125 -0.165
N -1.656 0.072 1.310 -0.205 0.162 -0.201
O -1.205 0.384 2.569 -0.022 -0.031 0.027
C -3.192 0.214 -0.419 -0.047 0.103 0.408
C -4.529 0.489 -1.013 0.000 0.026 -0.002
N -2.149 -0.074 -1.132 0.097 -0.042 -0.124
O -2.143 -0.180 -2.410 -0.256 0.027 -0.041
H -3.451 0.934 2.988 0.004 -0.010 -0.011
H -4.772 0.328 1.963 -0.002 -0.011 -0.014
H -4.121 1.940 1.691 0.016 0.014 -0.008
H -0.244 0.427 2.425 0.055 -0.028 0.055
H -4.977 1.389 -0.590 -0.002 0.025 0.006
H -5.223 -0.339 -0.849 0.000 -0.024 0.009
H -4.403 0.623 -2.086 0.008 -0.002 0.005
N 0.165 1.647 -2.815 -0.075 -0.165 -0.002
C 0.431 2.451 -1.757 0.027 0.094 -0.042
S -0.816 3.119 -0.859 -0.067 0.064 -0.062
N 1.763 2.647 -1.569 -0.115 -0.256 -0.075
C 2.510 3.259 -0.548 0.072 0.185 0.071
C 3.894 3.222 -0.728 0.020 0.046 0.013
C 4.744 3.757 0.218 0.037 0.042 0.034
C 4.231 4.348 1.365 -0.025 -0.022 -0.023
C 2.858 4.385 1.540 -0.004 0.031 0.060
C 1.990 3.849 0.599 -0.009 -0.035 -0.066
H -0.778 1.274 -2.895 0.125 0.041 0.112
H 0.898 1.037 -3.159 -0.018 0.017 0.012
H 2.346 2.060 -2.157 0.019 0.019 0.001
H 4.303 2.740 -1.607 -0.014 -0.047 -0.020
H 5.814 3.701 0.063 0.005 -0.008 0.000
H 4.893 4.758 2.116 0.009 0.015 0.006
H 2.439 4.828 2.435 0.007 0.008 0.004
H 0.925 3.869 0.753 -0.014 0.003 0.013
```
Forces are in eV/Å.

Its spin multiplicity is 3. As for the expectation value of S²: 2.019. The value obtained for the HOMO energy (spin up / spin down) is -5.24 / -5.38 eV. The net charge is -1. The calculation puts the total energy at -4066.23423 a.u. The calculation puts the lowest unoccupied orbital energy (spin up / spin down) at 2.5 / 2.3 eV. For the energy above the lowest of the compared OMol25 structures with the same formula, charge and spin, the calculation gives 12.8 kcal/mol.

natural (NBO) analysis output, partial charges in e: 1.23 0.12 -0.09 -0.22 -0.24 -0.22 -0.08 0.00 -0.10 -0.18 0.22 0.21 0.22 -0.66 0.68 -0.75 0.68 -0.58 -0.79 -0.67 0.26 -0.19 -0.54 0.10 -0.66 -0.11 -0.57 0.25 0.23 0.24 0.51 0.22 0.22 0.26 -0.81 0.31 -0.30 -0.62 0.25 -0.24 -0.20 -0.24 -0.20 -0.27 0.44 0.40 0.42 0.21 0.20 0.20 0.20 0.25

Record 2
ORCA calculation (the ωB97M-V functional and the def2-TZVPD basis) on a cluster of 2 separate species, C2H7N2 in total.

```
11
Properties=species:S:1:pos:R:3:forces:R:3
C 0.066 1.459 0.353 1.864 -1.015 -0.358
C 0.528 -1.556 -0.417 0.899 0.054 0.915
N -0.430 -0.692 -0.825 -2.527 3.069 1.365
N -0.922 1.862 1.005 -3.760 -1.268 -0.104
H 1.141 1.724 0.552 -1.094 -0.016 -0.218
H 1.510 -1.195 -0.786 0.291 -0.130 1.143
H 0.274 -1.748 0.678 1.430 -0.544 -1.555
H 0.471 -2.356 -1.146 -0.360 -1.298 0.161
H -0.404 -0.349 -1.757 0.532 0.209 -1.262
H -1.071 2.503 1.820 0.870 -0.432 -0.867
H -1.846 1.351 0.703 1.855 1.371 0.778
```
Forces are in eV/Å.

Its spin multiplicity is 1. The value obtained for the HOMO energy (spin up / spin down) is -14.29 / -14.63 eV. The net charge is +1. The calculation puts the total energy at -189.45588 a.u. The calculation puts the lowest unoccupied orbital energy (spin up / spin down) at -6.4 / -5.3 eV. For the energy above the lowest of the compared OMol25 structures with the same formula, charge and spin, the calculation gives 140.9 kcal/mol.

natural (NBO) analysis output, partial charges in e: 0.31 -0.51 -0.36 -0.70 0.22 0.25 0.24 0.29 0.35 0.46 0.46

Record 3
ORCA calculation (the ωB97M-V functional and the def2-TZVPD basis) on a structure of composition C37H37BrFGe2N6O5Pd.

```
90
Properties=species:S:1:pos:R:3:forces:R:3
Pd 0.442 0.769 0.806 0.302 0.517 -0.056
C -6.699 0.454 -0.763 0.012 0.007 -0.007
C -6.459 -0.096 0.639 -0.007 0.004 -0.004
C -7.253 -1.348 0.969 0.007 -0.011 0.017
C -6.831 -2.508 0.081 -0.019 -0.016 -0.027
C -5.345 -2.678 0.084 0.036 0.068 0.000
C -4.769 -3.881 -0.254 -0.036 0.012 -0.039
C -3.389 -4.015 -0.232 0.161 -0.012 -0.055
F -2.854 -5.167 -0.572 -0.040 0.082 0.046
C -2.528 -2.972 0.138 -0.046 -0.085 -0.047
C -3.075 -1.762 0.480 -0.055 -0.028 -0.070
C -2.196 -0.644 0.840 0.093 -0.086 0.215
O -0.968 -0.838 0.827 -0.161 -0.009 -0.193
C -2.842 0.582 1.254 0.057 0.075 -0.014
C -4.196 0.640 1.200 -0.167 -0.048 0.044
N -4.998 -0.387 0.785 0.033 0.128 0.011
C -4.486 -1.588 0.450 -0.011 -0.132 -0.030
C -2.126 1.827 1.800 0.255 -0.149 -0.228
O -2.674 2.425 2.694 -0.139 0.051 -0.021
O -1.038 2.150 1.188 -0.095 0.080 0.281
H -7.762 0.654 -0.896 0.000 0.002 0.020
H -6.384 -0.257 -1.529 0.004 0.031 -0.011
H -6.160 1.389 -0.913 0.011 -0.021 -0.016
H -6.669 0.673 1.380 -0.006 -0.003 -0.001
H -8.312 -1.129 0.844 0.002 -0.002 -0.009
H -7.099 -1.606 2.019 -0.004 -0.002 0.001
H -7.150 -2.352 -0.955 -0.026 0.019 0.027
H -7.299 -3.437 0.406 -0.004 0.004 -0.015
H -5.378 -4.729 -0.538 -0.004 -0.014 0.010
H -1.458 -3.126 0.152 0.018 0.012 -0.038
H -4.713 1.532 1.528 0.030 0.018 -0.015
N -0.379 0.681 5.971 0.000 0.114 -0.028
N 0.420 0.563 4.853 0.044 -0.054 0.000
N 1.711 0.324 4.925 -0.053 0.027 0.057
C 2.030 0.194 3.648 -0.005 -0.117 -0.125
N 0.952 0.347 2.865 -0.145 0.123 0.300
N -0.077 0.580 3.666 -0.041 -0.053 -0.003
H 0.199 1.037 6.726 0.020 -0.055 -0.005
H -1.122 1.339 5.750 0.006 -0.036 0.019
H 3.021 -0.027 3.291 0.020 0.024 -0.013
C 2.987 4.295 -0.408 0.025 0.023 0.043
Ge 4.291 3.085 0.402 0.088 0.002 -0.025
C 3.919 2.863 2.308 0.039 0.048 -0.010
C 6.156 3.407 -0.049 -0.036 0.026 0.006
Ge 2.978 0.738 -0.546 -0.191 -0.273 -0.369
C 3.757 0.806 -2.330 0.088 0.091 0.120
C 4.009 1.956 -3.067 -0.060 0.012 -0.034
C 4.597 1.855 -4.320 -0.011 0.006 0.007
C 4.939 0.611 -4.829 0.003 -0.007 0.002
C 4.690 -0.538 -4.091 -0.011 0.004 0.005
C 4.099 -0.447 -2.839 0.054 0.026 -0.012
C 3.756 -0.568 0.672 0.040 -0.127 0.065
C 3.023 -1.713 1.000 -0.043 0.035 0.039
C 3.557 -2.665 1.858 0.021 0.025 0.014
C 4.815 -2.472 2.414 0.000 0.002 -0.001
C 5.551 -1.337 2.095 -0.014 -0.019 0.007
C 5.026 -0.392 1.227 -0.008 0.043 -0.002
H 2.976 5.194 0.214 -0.021 -0.005 0.000
H 1.982 3.874 -0.411 -0.001 -0.014 -0.015
H 3.260 4.584 -1.420 0.010 0.002 0.005
H 4.079 3.829 2.795 0.001 -0.004 0.007
H 4.583 2.130 2.763 -0.008 -0.002 0.009
H 2.881 2.575 2.473 -0.006 0.007 -0.017
H 6.327 4.484 -0.093 0.004 -0.002 0.008
H 6.399 2.983 -1.022 -0.015 -0.003 -0.005
H 6.815 2.980 0.705 -0.003 -0.018 -0.006
H 3.737 2.930 -2.684 0.001 -0.006 0.001
H 4.788 2.750 -4.896 0.000 -0.001 -0.003
H 5.403 0.536 -5.804 0.001 0.001 -0.001
H 4.959 -1.508 -4.487 -0.002 -0.001 -0.002
H 3.909 -1.349 -2.270 0.004 -0.006 0.004
H 2.041 -1.874 0.572 0.006 -0.007 -0.021
H 2.992 -3.557 2.094 -0.002 -0.004 -0.003
H 5.228 -3.211 3.088 0.002 0.000 0.003
H 6.538 -1.196 2.514 0.004 0.000 -0.001
H 5.623 0.476 0.968 0.006 -0.007 -0.015
Br -4.460 -1.992 -4.725 0.075 -0.024 0.129
C -2.958 -1.364 -3.758 -0.124 -0.053 -0.031
C -1.847 -2.180 -3.602 0.121 -0.012 0.067
C -0.739 -1.691 -2.918 -0.018 -0.107 -0.102
C -0.744 -0.396 -2.418 0.076 0.171 0.002
C -1.870 0.410 -2.581 -0.025 -0.023 -0.076
C -2.986 -0.074 -3.246 0.084 0.084 0.048
C 0.435 0.196 -1.711 -0.247 -0.345 -0.276
O 1.366 -0.581 -1.294 0.153 0.068 -0.034
O 0.419 1.426 -1.469 -0.045 -0.040 0.400
H -1.832 -3.169 -4.039 -0.015 0.011 0.035
H 0.148 -2.302 -2.811 -0.011 -0.005 0.021
H -1.841 1.429 -2.218 -0.020 -0.012 0.014
H -3.845 0.561 -3.415 -0.018 -0.023 0.020
```
Forces are in eV/Å.

Its spin multiplicity is 6. As for the expectation value of S²: 8.805. The value obtained for the HOMO energy (spin up / spin down) is -11.26 / -13.52 eV. The net charge is +2. The calculation puts the total energy at -9091.80466 a.u. The calculation puts the lowest unoccupied orbital energy (spin up / spin down) at -6.2 / -9.2 eV. For the energy above the lowest of the compared OMol25 structures with the same formula, charge and spin, the calculation gives 6.9 kcal/mol.

Löwdin analysis output, partial charges in e: 1.09 0.00 -0.27 -0.11 -0.10 -0.07 0.10 -0.20 0.16 0.13 -0.02 -0.24 -0.02 0.03 0.08 0.08 -0.05 -0.62 0.11 -0.11 0.11 0.09 0.09 0.16 0.14 0.14 0.14 0.14 0.16 0.15 0.16 0.16 -0.26 0.17 -0.16 -0.06 0.11 0.12 0.12 0.10 -0.23 0.85 -0.24 -0.22 1.04 -0.32 -0.11 -0.06 -0.06 -0.06 -0.10 -0.36 -0.14 -0.07 -0.06 -0.06 -0.12 0.04 0.01 0.02 0.04 0.02 0.00 0.03 0.02 0.02 0.08 0.11 0.11 0.11 0.10 0.08 0.11 0.12 0.12 0.09 0.77 -0.69 -0.10 0.00 -0.14 -0.01 -0.11 -0.63 -0.14 -0.07 0.11 0.13 0.13 0.10